DFT (ωB97M-V with the def2-TZVPD basis set) results for a 2-piece molecular cluster, C6H17NO overall.

Values from the calculation:
total energy	-10034.004	eV
SMILES	CCN[C@@H](C)CC.O
HOMO	-8.51	eV
energy relative to the best compared isomer or geometry (same formula, charge and spin)	152.2	kJ/mol
frontier orbital gap	9.38	eV

CARTESIAN COORDINATES (ANGSTROEM)
C (0.418, -0.843, -2.298)
C (0.960, 0.051, -1.177)
N (0.257, 1.350, -1.186)
C (-0.432, -0.115, 1.906)
C (-1.194, 0.340, 0.660)
C (-0.637, 1.599, 0.008)
C (-1.649, 2.654, -0.476)
H (1.232, -0.945, -3.009)
H (-0.440, -0.442, -2.866)
H (0.082, -1.824, -1.971)
H (2.074, 0.064, -1.384)
H (1.070, -0.369, -0.174)
H (0.925, 2.108, -1.250)
H (0.596, 0.245, 1.973)
H (-0.876, 0.311, 2.810)
H (-0.380, -1.199, 1.923)
H (-2.262, 0.502, 0.802)
H (-1.239, -0.439, -0.077)
H (-0.035, 2.156, 0.735)
H (-1.976, 2.306, -1.468)
H (-2.399, 2.725, 0.335)
H (-1.260, 3.620, -0.714)
H (2.076, -5.304, 1.949)
H (2.958, -4.130, 2.667)
O (2.134, -4.420, 2.281)


DFT (ωB97M-V with the def2-TZVPD basis set) results for C16H14BF5N6Pt as an isolated structure.

Values from the calculation:
total energy	-43266.263	eV
spin multiplicity	3
⟨S²⟩	2.01
HOMO (alpha / beta)	-4.03 / -8.50	eV
frontier orbital gap (alpha / beta)	4.27 / 7.61	eV

CARTESIAN COORDINATES (ANGSTROEM)
H (-2.786, -0.222, 1.417)
N (-1.067, -0.961, 0.411)
B (0.585, -2.332, -0.994)
N (-0.839, -2.007, -0.455)
C (-1.999, -2.676, -0.633)
Pt (0.315, 0.330, 1.210)
H (-2.017, -3.557, -1.255)
C (-2.991, -2.040, 0.105)
H (-4.026, -2.312, 0.176)
C (-2.382, -0.965, 0.744)
H (0.593, -3.446, -1.425)
C (0.876, 0.897, 2.981)
H (0.659, 0.096, 3.726)
H (0.314, 1.799, 3.299)
H (1.960, 1.139, 3.021)
N (1.506, -2.200, 0.249)
N (0.989, -1.298, -2.065)
N (1.423, -1.190, 1.212)
N (0.241, -0.191, -2.275)
C (2.441, -3.086, 0.638)
C (1.992, -1.281, -2.966)
H (2.635, -3.954, 0.026)
H (2.716, -2.081, -2.989)
C (2.988, -2.671, 1.845)
C (1.863, -0.139, -3.752)
C (2.348, -1.487, 2.180)
C (0.734, 0.532, -3.291)
H (3.750, -3.162, 2.420)
H (2.505, 0.161, -4.557)
H (2.467, -0.846, 3.036)
H (0.270, 1.455, -3.603)
H (-0.542, 0.013, -1.639)
F (0.878, 2.608, -0.918)
C (-0.297, 2.875, -0.275)
C (-0.735, 2.051, 0.758)
C (-1.889, 2.460, 1.423)
F (-2.372, 1.765, 2.498)
C (-2.623, 3.579, 1.028)
F (-3.738, 3.928, 1.701)
C (-2.204, 4.333, -0.062)
F (-2.917, 5.398, -0.468)
C (-1.027, 3.980, -0.714)
F (-0.596, 4.702, -1.769)


DFT (ωB97M-V with the def2-TZVPD basis set) results for a 4-piece molecular cluster, C2H11O3S overall.

Values from the calculation:
total energy	-19231.061	eV
HOMO	-3.03	eV
energy relative to the best compared isomer or geometry (same formula, charge and spin)	119.2	kJ/mol
charge	-1
frontier orbital gap	6.91	eV

CARTESIAN COORDINATES (ANGSTROEM)
C (1.709, -0.525, -0.417)
C (0.902, -1.630, -1.168)
S (-0.888, -1.289, -1.400)
H (1.176, -0.340, 0.547)
H (2.016, 0.363, -0.936)
H (2.714, -0.878, -0.139)
H (1.132, -2.488, -0.443)
H (1.379, -1.750, -2.174)
H (-0.981, 0.413, 2.995)
H (0.547, 0.682, 2.520)
O (-0.195, 0.900, 3.161)
H (-0.987, 1.738, -2.058)
H (-0.323, 1.005, -0.930)
O (-0.731, 1.813, -1.108)
H (-2.345, 1.389, 0.283)
H (-2.667, -0.094, 0.349)
O (-2.459, 0.691, 0.918)


DFT (ωB97M-V with the def2-TZVPD basis set) results for C2Ag3N4O18 as an isolated structure.

Values from the calculation:
total energy	-56867.814	eV
spin multiplicity	4
⟨S²⟩	3.76
HOMO (alpha / beta)	0.89 / -3.13	eV
charge	-2
frontier orbital gap (alpha / beta)	3.50 / 6.78	eV

CARTESIAN COORDINATES (ANGSTROEM)
Ag (1.447, 0.654, -1.445)
Ag (-0.593, -0.046, 1.932)
Ag (-3.516, -0.751, -0.205)
N (-4.986, 1.758, 1.150)
O (-4.389, 2.282, 2.101)
O (-6.042, 1.615, 0.761)
O (-3.875, 1.148, 0.374)
N (-2.624, -2.244, 2.472)
O (-3.380, -2.447, 3.386)
O (-2.748, -2.578, 1.311)
O (-1.627, -1.499, 2.782)
N (-1.549, -0.013, -2.021)
O (-1.403, -0.375, -0.750)
O (-2.646, -0.100, -2.584)
O (-0.576, 0.481, -2.526)
N (1.740, 0.489, 1.504)
O (1.683, 1.673, 1.682)
O (2.433, -0.287, 2.048)
O (1.070, -0.093, 0.507)
C (5.259, 2.771, -0.011)
O (4.571, -0.963, -3.673)
O (6.020, 3.104, 0.793)
O (4.305, 2.806, -0.749)
C (2.059, -2.493, -1.590)
O (2.170, -1.744, -2.510)
O (1.924, -2.993, -0.485)
O (5.272, -0.156, -4.254)


DFT (ωB97M-V with the def2-TZVPD basis set) results for a single C3H6N4O molecule.

Values from the calculation:
total energy	-11211.671	eV
SMILES	N/N=c1/ccon1N
HOMO	-7.77	eV
energy relative to the best compared isomer or geometry (same formula, charge and spin)	492.6	kJ/mol
frontier orbital gap	8.75	eV

CARTESIAN COORDINATES (ANGSTROEM)
C (-0.142, -0.561, 0.028)
C (0.914, -1.428, 0.260)
C (1.996, -0.721, -0.150)
H (-2.001, 0.619, -1.052)
H (-3.083, -0.503, -0.619)
H (0.968, -2.368, 0.738)
H (3.048, -1.001, -0.151)
H (-0.364, 2.396, 0.177)
H (-0.004, 1.431, 1.424)
N (-2.336, 0.008, -0.299)
N (-1.390, -0.880, 0.155)
N (0.295, 0.721, -0.444)
N (0.410, 1.780, 0.552)
O (1.689, 0.507, -0.617)